# 1
19
Properties=species:S:1:pos:R:3 method="wB97M-V/def2-TZVPD" gap_ev="7.13 / 6.99" energy_ha=-448.6759 e_above_lowest_kcal_mol=70.86 smiles="[H]/N=C(/C(N)=N/N)N(C)N"
H -1.206 2.571 -0.043
N -1.663 1.678 0.152
C -0.814 0.727 -0.060
C -1.071 -0.708 -0.146
N -2.290 -1.315 0.088
N 0.146 -1.357 -0.209
N 0.225 -2.440 0.591
N 0.660 0.818 -0.061
C 1.405 0.991 -1.297
N 1.281 0.878 1.197
H -2.561 -1.894 -0.698
H -3.012 -0.660 0.377
H -0.130 -2.269 1.535
H 1.170 -2.815 0.622
H 2.483 1.051 -1.127
H 1.228 0.131 -1.944
H 1.061 1.883 -1.830
H 0.824 1.603 1.753
H 2.263 1.126 1.100


# 2
288
Properties=species:S:1:pos:R:3 method="wB97M-V/def2-TZVPD" gap_ev=8.78 energy_ha=-5313.2575 e_above_lowest_kcal_mol=148.08 smiles=COCCNCCOC.COCCNCCOC.COCCNCCOC.COCCNCCOC.COCCNCCOC.COCCNCCOC.COCCNCCOC.COCCNCCOC.COCCNCCOC.COCCNCCOC.COCCNCCOC.COCCNCCOC
C -1.563 -5.288 -7.851
O -2.837 -4.787 -8.336
C -3.019 -3.419 -8.134
C -4.450 -2.938 -8.540
N -5.439 -3.525 -7.670
C -6.694 -2.956 -8.112
C -7.851 -3.461 -7.212
O -8.926 -2.592 -7.378
C -10.168 -2.995 -6.899
H -0.828 -5.076 -8.628
H -1.521 -6.364 -7.686
H -1.271 -4.961 -6.852
H -2.293 -2.886 -8.748
H -2.846 -3.158 -7.090
H -4.705 -3.328 -9.525
H -4.486 -1.849 -8.522
H -5.428 -4.535 -7.659
H -6.890 -3.171 -9.162
H -6.805 -1.871 -8.116
H -7.594 -3.384 -6.156
H -8.058 -4.498 -7.475
H -10.190 -2.933 -5.811
H -10.532 -3.999 -7.114
H -10.945 -2.319 -7.256
C 5.634 3.216 -0.927
O 6.648 3.161 0.034
C 7.189 1.787 0.123
C 8.196 1.773 1.263
N 7.517 1.534 2.558
C 8.457 1.716 3.659
C 7.899 1.297 5.048
O 8.933 1.517 6.023
C 8.564 1.180 7.382
H 6.075 3.340 -1.916
H 4.999 4.069 -0.688
H 4.934 2.385 -0.842
H 7.654 1.501 -0.821
H 6.361 1.092 0.262
H 8.779 2.694 1.252
H 8.988 1.031 1.155
H 6.890 2.302 2.748
H 8.766 2.760 3.720
H 9.396 1.182 3.518
H 7.592 0.264 4.886
H 7.021 1.900 5.283
H 7.626 1.690 7.602
H 9.356 1.484 8.067
H 8.451 0.106 7.530
C 10.320 7.461 6.241
O 9.236 7.407 7.144
C 9.333 6.419 8.138
C 8.048 6.304 8.954
N 8.118 6.930 10.259
C 6.756 7.203 10.837
C 5.702 6.100 10.798
O 5.124 5.902 9.476
C 3.860 5.175 9.395
H 11.231 7.573 6.829
H 10.227 8.361 5.634
H 10.362 6.573 5.609
H 10.238 6.462 8.745
H 9.451 5.440 7.674
H 7.767 5.251 8.999
H 7.181 6.767 8.481
H 8.617 6.266 10.833
H 6.332 8.045 10.290
H 6.945 7.516 11.864
H 4.878 6.353 11.465
H 6.152 5.171 11.148
H 4.089 4.144 9.124
H 3.339 5.595 8.535
H 3.207 5.268 10.262
C 10.684 8.780 -0.752
O 11.097 8.463 -2.052
C 10.669 7.190 -2.563
C 11.330 6.948 -3.916
N 12.704 6.523 -3.767
C 13.575 7.553 -3.328
C 15.030 7.176 -3.302
O 15.800 8.300 -3.057
C 17.206 7.983 -3.107
H 10.876 8.010 -0.004
H 9.611 8.959 -0.820
H 11.189 9.712 -0.501
H 9.587 7.087 -2.647
H 11.043 6.485 -1.820
H 11.281 7.925 -4.398
H 10.855 6.172 -4.516
H 12.660 5.753 -3.114
H 13.319 7.864 -2.315
H 13.439 8.421 -3.973
H 15.307 6.643 -4.211
H 15.173 6.410 -2.539
H 17.457 7.122 -2.487
H 17.705 8.915 -2.841
H 17.444 7.808 -4.156
C -5.726 -7.950 -1.440
O -6.495 -9.085 -1.022
C -5.732 -10.284 -0.695
C -6.513 -11.486 -0.217
N -7.474 -12.049 -1.154
C -8.346 -13.026 -0.500
C -7.571 -14.409 -0.226
O -8.480 -15.432 0.122
C -7.871 -16.750 0.241
H -5.096 -7.618 -0.615
H -6.366 -7.124 -1.749
H -5.125 -8.269 -2.292
H -4.939 -10.112 0.032
H -5.207 -10.606 -1.595
H -7.020 -11.272 0.723
H -5.817 -12.293 0.012
H -8.031 -11.237 -1.383
H -9.157 -13.225 -1.201
H -8.806 -12.538 0.360
H -6.739 -14.301 0.470
H -7.151 -14.744 -1.174
H -7.110 -16.754 1.022
H -7.516 -17.184 -0.694
H -8.632 -17.412 0.655
C -2.532 0.460 -1.522
O -1.112 0.340 -1.186
C -0.873 0.647 0.214
C 0.400 1.576 0.195
N 0.673 2.103 1.472
C 1.884 2.940 1.470
C 1.967 3.636 2.857
O 3.307 4.159 2.981
C 3.569 5.413 2.361
H -2.673 0.044 -2.519
H -2.894 1.488 -1.521
H -3.181 -0.065 -0.821
H -0.667 -0.262 0.779
H -1.678 1.190 0.708
H 0.276 2.379 -0.532
H 1.198 0.928 -0.166
H 0.729 1.352 2.146
H 1.860 3.688 0.678
H 2.841 2.422 1.405
H 1.877 2.952 3.701
H 1.216 4.418 2.973
H 2.974 6.161 2.885
H 3.417 5.484 1.284
H 4.597 5.693 2.588
C -9.973 -4.374 -1.460
O -10.508 -5.257 -2.446
C -11.196 -6.364 -1.920
C -11.868 -7.248 -3.022
N -10.736 -7.980 -3.583
C -10.907 -8.601 -4.908
C -12.212 -9.352 -5.155
O -13.251 -8.408 -5.456
C -14.472 -9.058 -5.859
H -10.760 -4.068 -0.771
H -9.496 -3.523 -1.944
H -9.279 -4.836 -0.758
H -11.976 -5.903 -1.314
H -10.503 -6.872 -1.249
H -12.272 -6.571 -3.774
H -12.648 -7.856 -2.563
H -9.923 -7.387 -3.674
H -10.102 -9.331 -4.993
H -10.785 -7.863 -5.701
H -12.498 -9.989 -4.318
H -12.016 -9.952 -6.044
H -14.311 -9.356 -6.895
H -15.304 -8.354 -5.859
H -14.793 -9.964 -5.346
C -6.743 6.627 -13.503
O -6.907 6.045 -12.150
C -6.797 7.045 -11.175
C -6.880 6.390 -9.774
N -5.675 5.782 -9.354
C -5.966 4.793 -8.336
C -4.642 4.107 -7.889
O -3.906 4.971 -6.997
C -2.913 5.675 -7.690
H -7.400 7.493 -13.582
H -6.994 5.929 -14.303
H -5.733 7.015 -13.635
H -7.686 7.647 -11.359
H -5.876 7.612 -11.314
H -7.634 5.605 -9.825
H -7.178 7.134 -9.034
H -5.170 5.375 -10.129
H -6.640 3.968 -8.567
H -6.278 5.331 -7.441
H -4.034 3.792 -8.737
H -4.766 3.174 -7.340
H -2.181 5.947 -6.930
H -3.288 6.598 -8.132
H -2.454 5.050 -8.456
C 0.175 -6.668 -0.841
O 1.020 -7.758 -0.475
C 0.224 -8.812 0.133
C 1.229 -9.823 0.748
N 0.652 -10.955 1.492
C -0.061 -11.858 0.574
C -0.962 -12.692 1.396
O -1.982 -11.924 2.079
C -2.789 -12.696 3.002
H -0.027 -6.089 0.060
H -0.760 -7.082 -1.219
H 0.656 -6.067 -1.613
H -0.397 -9.257 -0.644
H -0.345 -8.435 0.983
H 1.837 -9.266 1.461
H 2.033 -10.206 0.121
H -0.059 -10.690 2.158
H 0.667 -12.512 0.094
H -0.593 -11.304 -0.200
H -0.319 -13.142 2.153
H -1.340 -13.455 0.715
H -3.127 -13.629 2.552
H -3.757 -12.214 3.134
H -2.265 -12.931 3.929
C 1.710 9.045 -0.328
O 0.815 7.958 -0.133
C -0.394 8.211 0.607
C -1.202 6.919 0.627
N -2.602 7.030 0.299
C -3.382 5.827 0.155
C -3.479 4.949 1.457
O -4.466 3.958 1.308
C -4.540 3.081 2.441
H 2.724 8.766 -0.617
H 1.859 9.573 0.614
H 1.297 9.781 -1.017
H -0.915 9.040 0.129
H -0.190 8.519 1.633
H -1.097 6.547 1.646
H -0.735 6.212 -0.060
H -2.811 7.567 -0.530
H -2.805 5.238 -0.558
H -4.374 5.968 -0.272
H -3.747 5.619 2.274
H -2.505 4.534 1.715
H -5.342 2.400 2.156
H -4.719 3.587 3.390
H -3.657 2.461 2.591
C 9.471 -4.601 -0.125
O 8.061 -4.397 0.111
C 7.693 -3.836 1.367
C 6.162 -3.627 1.459
N 5.825 -2.839 2.654
C 4.345 -2.889 2.692
C 3.815 -1.966 3.720
O 2.349 -1.842 3.673
C 1.609 -3.045 3.869
H 9.933 -3.645 0.122
H 9.606 -4.810 -1.186
H 9.965 -5.410 0.412
H 8.269 -2.942 1.604
H 7.967 -4.577 2.118
H 5.715 -4.621 1.424
H 5.788 -3.067 0.602
H 6.176 -1.905 2.498
H 3.917 -3.870 2.898
H 3.864 -2.549 1.775
H 4.151 -0.945 3.536
H 4.162 -2.214 4.724
H 1.880 -3.566 4.788
H 1.667 -3.785 3.070
H 0.574 -2.709 3.818
C -2.261 3.490 7.306
O -3.369 3.290 8.204
C -3.437 4.168 9.311
C -3.594 5.619 8.937
N -2.318 6.313 8.655
C -2.595 7.416 7.812
C -1.245 8.103 7.330
O -1.428 9.502 7.228
C -0.240 10.193 6.878
H -2.260 2.808 6.455
H -1.376 3.176 7.860
H -2.237 4.490 6.874
H -2.573 4.033 9.962
H -4.314 3.908 9.904
H -4.011 6.128 9.806
H -4.292 5.678 8.102
H -1.998 6.659 9.549
H -3.178 8.157 8.360
H -3.126 7.164 6.895
H -1.109 7.756 6.306
H -0.401 7.871 7.978
H 0.164 9.861 5.921
H 0.581 10.074 7.585
H -0.371 11.274 6.854


# 3
17
Properties=species:S:1:pos:R:3 method="wB97M-V/def2-TZVPD" gap_ev=9.70 energy_ha=-434.4912 e_above_lowest_kcal_mol=21.94 smiles="CC(=O)O.N=C(N)N"
C -0.303 -0.605 -1.974
C -1.768 -0.529 -1.656
O -2.253 0.110 -0.775
O -2.502 -1.310 -2.479
H -0.006 0.396 -2.296
H -0.067 -1.322 -2.749
H 0.219 -0.787 -1.035
H -3.429 -1.242 -2.215
N 1.928 -0.522 1.011
C 1.259 0.344 1.677
N 1.591 1.661 1.882
N 0.035 -0.046 2.224
H 2.801 -0.130 0.682
H 2.494 1.951 1.551
H 0.897 2.312 2.174
H -0.682 0.654 2.155
H -0.214 -0.936 1.823


# 4
75
Properties=species:S:1:pos:R:3 method="wB97M-V/def2-TZVPD" gap_ev=6.94 energy_ha=-1158.7964 total_charge=-1
C -2.759 -0.377 4.469
C -2.905 -1.263 3.220
C -1.688 -1.184 2.298
C -0.435 -1.844 2.893
C 0.866 -1.094 2.597
C 2.108 -1.988 2.697
C 2.508 -2.593 1.347
C 3.018 -1.561 0.327
In 4.706 -2.252 -0.937
C 6.602 -1.269 -0.250
C 7.336 -0.735 -1.426
F 8.591 -0.114 -1.084
H -3.455 0.464 4.443
H -2.953 -0.924 5.393
H -1.751 0.036 4.541
H -3.798 -0.973 2.659
H -3.062 -2.305 3.516
H -1.928 -1.642 1.335
H -1.474 -0.131 2.087
H -0.344 -2.867 2.514
H -0.561 -1.938 3.977
H 0.948 -0.237 3.274
H 0.817 -0.675 1.588
H 2.956 -1.423 3.095
H 1.910 -2.792 3.418
H 3.249 -3.379 1.527
H 1.634 -3.114 0.933
H 3.324 -0.645 0.845
H 2.217 -1.272 -0.361
H 4.883 -4.016 -0.870
H 4.458 -1.717 -2.630
H 7.223 -1.983 0.297
H 6.333 -0.454 0.429
H 6.773 0.044 -1.945
H 7.600 -1.513 -2.146
C -6.070 2.148 3.502
C -6.380 0.686 3.198
C -6.309 0.345 1.710
C -7.301 1.106 0.829
C -8.767 0.950 1.230
C -9.262 -0.492 1.178
H -6.791 2.820 3.033
H -6.091 2.341 4.575
H -5.077 2.418 3.134
H -7.366 0.429 3.596
H -5.667 0.051 3.730
H -6.457 -0.731 1.586
H -5.297 0.550 1.349
H -7.178 0.766 -0.204
H -7.046 2.170 0.825
H -9.379 1.565 0.564
H -8.921 1.351 2.236
H -9.137 -0.910 0.177
H -10.319 -0.558 1.439
H -8.713 -1.130 1.872
C 5.039 2.556 -6.781
C 5.551 1.905 -5.501
C 4.735 0.690 -5.062
C 3.264 0.979 -4.756
C 3.031 2.059 -3.698
C 3.674 1.718 -2.360
H 4.020 2.931 -6.661
H 5.666 3.399 -7.080
H 5.030 1.838 -7.605
H 5.569 2.648 -4.698
H 6.589 1.594 -5.643
H 5.199 0.236 -4.184
H 4.782 -0.073 -5.846
H 2.810 0.046 -4.410
H 2.737 1.258 -5.675
H 1.952 2.184 -3.566
H 3.405 3.025 -4.055
H 3.313 0.753 -1.999
H 3.460 2.473 -1.601
H 4.758 1.636 -2.447